# 1
172
Properties=species:S:1:pos:R:3 method="wB97M-V/def2-TZVPD" charge=-1 spin_multiplicity=1 e_lumo_ev=2.03 e_tot_ha=-5153.0059 mol_weight_da=1290.12 homo_ev=-6.98
P -27.065 -6.262 13.816
F -28.353 -6.988 13.228
F -26.222 -7.657 13.657
F -26.547 -5.811 12.323
F -25.788 -5.495 14.432
F -28.059 -4.952 14.015
F -27.577 -6.577 15.313
C -18.468 -4.930 10.007
C -19.392 -3.697 10.101
O -20.483 -3.846 11.011
C -21.755 -4.054 10.591
O -22.092 -4.231 9.424
O -22.586 -3.868 11.665
C -23.969 -3.922 11.469
H -19.182 -5.525 9.438
H -18.399 -5.280 11.037
H -17.506 -4.701 9.547
H -19.761 -3.238 9.184
H -18.761 -2.873 10.433
H -24.273 -3.393 10.566
H -24.315 -3.415 12.370
H -24.366 -4.936 11.422
C -19.829 -11.362 14.665
C -20.457 -10.683 15.920
O -21.649 -9.962 15.646
C -22.828 -10.534 15.308
O -23.152 -11.725 15.299
O -23.723 -9.582 14.944
C -23.492 -8.232 14.759
H -20.491 -12.069 14.167
H -18.957 -11.996 14.828
H -19.426 -10.665 13.929
H -19.680 -10.068 16.374
H -20.623 -11.352 16.764
H -22.630 -7.972 15.373
H -24.450 -7.735 14.918
H -23.124 -8.069 13.746
C -27.306 -2.499 12.680
C -27.074 -1.742 13.966
O -27.872 -0.557 13.775
C -29.114 -0.453 14.382
O -29.740 -1.255 15.099
O -29.538 0.757 13.991
C -30.791 1.218 14.484
H -28.375 -2.615 12.499
H -26.892 -3.506 12.620
H -26.953 -1.969 11.795
H -26.040 -1.405 14.032
H -27.430 -2.355 14.794
H -31.150 2.093 13.942
H -30.725 1.397 15.557
H -31.529 0.429 14.339
C -24.792 -6.413 17.574
C -25.435 -5.735 18.705
O -24.383 -5.185 19.604
C -23.824 -5.876 20.651
O -23.988 -7.105 20.918
O -22.937 -5.039 21.300
C -22.645 -5.203 22.710
H -25.462 -6.632 16.741
H -24.227 -7.304 17.847
H -24.041 -5.723 17.189
H -26.093 -6.464 19.177
H -26.000 -4.831 18.476
H -22.915 -6.204 23.046
H -23.189 -4.448 23.277
H -21.584 -4.990 22.843
C -31.871 -7.868 6.067
C -32.074 -6.921 7.318
O -30.838 -6.318 7.687
C -30.785 -5.899 9.017
O -31.709 -5.977 9.809
O -29.508 -5.527 9.280
C -29.034 -5.458 10.585
H -31.338 -7.412 5.232
H -32.817 -8.177 5.623
H -31.392 -8.822 6.283
H -32.384 -7.622 8.093
H -32.918 -6.236 7.237
H -29.076 -6.426 11.085
H -29.568 -4.769 11.239
H -28.008 -5.090 10.597
C -28.608 -4.128 16.903
C -29.029 -4.407 18.328
O -28.952 -5.798 18.544
C -29.242 -6.297 19.731
O -29.643 -5.687 20.746
O -29.093 -7.633 19.718
C -29.244 -8.381 20.928
H -27.540 -4.336 16.845
H -28.707 -3.069 16.663
H -29.143 -4.800 16.233
H -30.028 -4.051 18.581
H -28.293 -4.107 19.074
H -29.437 -7.750 21.796
H -28.252 -8.799 21.102
H -29.948 -9.211 20.858
C -24.955 -10.043 10.525
C -24.849 -10.186 12.076
O -26.079 -10.590 12.533
C -26.269 -11.590 13.433
O -25.334 -12.182 14.062
O -27.534 -11.860 13.605
C -28.588 -11.228 12.917
H -25.846 -9.506 10.199
H -24.942 -11.045 10.096
H -24.097 -9.518 10.104
H -24.774 -9.162 12.440
H -23.984 -10.694 12.502
H -28.492 -10.997 11.856
H -28.976 -10.355 13.443
H -29.373 -11.975 13.032
C -35.966 -7.375 11.341
C -34.672 -6.768 11.674
O -34.290 -7.061 13.049
C -33.253 -6.396 13.728
O -32.779 -6.714 14.817
O -32.879 -5.239 13.079
C -31.911 -4.446 13.726
H -36.197 -7.306 10.278
H -36.793 -6.867 11.837
H -35.909 -8.446 11.534
H -34.626 -5.742 11.307
H -34.029 -7.301 10.974
H -32.311 -3.931 14.599
H -31.729 -3.600 13.063
H -30.976 -4.947 13.978
C -24.567 -2.750 16.272
C -24.675 -1.251 16.500
O -24.147 -0.760 17.731
C -22.860 -0.298 17.760
O -22.010 -0.454 16.906
O -22.725 0.480 18.876
C -21.712 1.465 19.008
H -25.056 -3.186 17.143
H -23.530 -3.084 16.225
H -25.105 -2.959 15.347
H -25.707 -0.907 16.568
H -24.285 -0.757 15.609
H -21.429 2.016 18.111
H -20.874 1.022 19.547
H -21.998 2.243 19.715
C -26.640 -12.233 21.312
C -27.125 -11.544 19.959
O -26.360 -12.064 18.857
C -25.993 -11.344 17.761
O -25.397 -11.956 16.806
O -26.390 -10.064 17.809
C -26.507 -9.177 16.700
H -25.649 -11.848 21.552
H -26.716 -13.318 21.383
H -27.216 -11.760 22.107
H -27.109 -10.473 20.159
H -28.169 -11.750 19.722
H -25.519 -8.779 16.470
H -27.206 -8.417 17.049
H -26.964 -9.685 15.851
C -32.580 -10.309 19.492
C -32.515 -11.292 18.235
O -31.217 -11.568 17.748
C -30.366 -10.715 16.998
O -29.216 -11.028 16.637
O -30.934 -9.508 16.803
C -30.285 -8.527 15.956
H -32.160 -9.363 19.150
H -32.050 -10.699 20.361
H -33.579 -10.171 19.907
H -33.119 -10.868 17.432
H -33.048 -12.176 18.585
H -30.671 -7.510 15.884
H -30.327 -8.925 14.942
H -29.256 -8.380 16.284

# 2
155
Properties=species:S:1:pos:R:3 method="wB97M-V/def2-TZVPD" de_lowest_kj_mol=3.8 smiles="O=S1(=O)CCCC1.O=S1(=O)CCCC1.O=S1(=O)CCCC1.O=S1(=O)CCCC1.O=S1(=O)CCCC1.O=S1(=O)CCCC1.C1CCOC1.C1CCOC1.C1CCOC1.C1CCOC1.C1CCOC1" spin_multiplicity=1 e_lumo_ev=0.32 e_tot_ha=-5397.2710 mol_weight_da=1081.57 homo_ev=-9.62
C -4.495 3.655 3.522
C -4.676 2.681 2.335
C -3.946 1.375 2.733
O -2.865 1.929 3.525
C -3.444 2.899 4.363
H -5.351 3.847 4.120
H -4.127 4.624 3.210
H -4.304 3.060 1.389
H -5.733 2.360 2.064
H -3.462 0.785 1.920
H -4.554 0.806 3.342
H -2.684 3.453 4.809
H -4.015 2.405 5.134
C 2.240 4.413 -1.311
C 1.818 2.965 -1.647
C 2.089 2.856 -3.144
O 3.148 3.747 -3.346
C 2.735 4.915 -2.616
H 3.052 4.331 -0.618
H 1.393 4.989 -0.850
H 0.781 2.791 -1.501
H 2.471 2.301 -1.038
H 1.193 3.161 -3.658
H 2.436 1.890 -3.486
H 1.993 5.460 -3.222
H 3.604 5.531 -2.519
C -2.974 3.961 -2.312
C -2.318 5.257 -2.920
C -0.858 4.993 -2.503
O -0.991 4.510 -1.167
C -2.071 3.505 -1.169
H -3.033 3.149 -3.139
H -4.009 4.072 -1.996
H -2.765 6.137 -2.498
H -2.360 5.265 -4.009
H -0.220 5.889 -2.400
H -0.490 4.240 -3.179
H -2.710 3.578 -0.285
H -1.588 2.512 -1.303
C -6.461 -1.718 -0.032
C -7.013 -2.451 1.208
C -6.776 -1.515 2.391
O -7.020 -0.247 1.802
C -6.572 -0.268 0.419
H -7.001 -1.945 -0.970
H -5.457 -2.131 -0.220
H -6.575 -3.476 1.319
H -8.093 -2.602 1.143
H -5.763 -1.658 2.795
H -7.419 -1.608 3.252
H -5.548 0.024 0.524
H -7.281 0.422 -0.150
C -1.812 -0.218 -0.374
C -2.563 -0.095 -1.712
C -1.480 0.063 -2.774
O -0.449 0.802 -2.054
C -0.379 0.222 -0.742
H -1.974 -1.157 0.128
H -2.222 0.521 0.275
H -3.145 0.857 -1.751
H -3.170 -0.962 -2.018
H -1.778 0.637 -3.623
H -1.053 -0.957 -3.024
H 0.034 0.993 -0.089
H 0.306 -0.639 -0.760
C -0.712 -2.425 5.086
C -0.251 -1.160 4.369
C -1.126 -0.925 3.202
S -1.481 -2.592 2.538
O -0.392 -2.900 1.617
O -2.807 -2.820 2.098
C -1.006 -3.499 4.073
H -1.622 -2.236 5.759
H 0.184 -2.723 5.757
H 0.789 -1.405 3.970
H -0.236 -0.384 5.122
H -0.539 -0.498 2.389
H -2.110 -0.491 3.471
H -0.078 -3.984 3.691
H -1.724 -4.273 4.334
C 2.815 -2.958 1.740
C 3.672 -4.231 1.488
C 3.953 -4.719 2.906
S 3.662 -3.469 4.099
O 4.805 -3.223 4.876
O 2.349 -3.658 4.742
C 3.363 -2.170 2.957
H 1.815 -3.346 2.013
H 2.784 -2.289 0.886
H 4.611 -3.920 0.991
H 3.229 -4.953 0.833
H 5.057 -5.031 2.979
H 3.377 -5.603 3.252
H 4.305 -1.721 2.809
H 2.709 -1.381 3.414
C 5.307 2.727 -1.279
C 6.486 3.467 -1.853
C 6.661 2.914 -3.255
S 6.227 1.176 -3.130
O 7.432 0.381 -3.105
O 5.278 0.853 -4.171
C 5.608 1.266 -1.427
H 4.438 2.988 -1.861
H 5.177 2.938 -0.233
H 7.408 3.298 -1.283
H 6.328 4.600 -1.881
H 7.656 3.210 -3.589
H 5.887 3.408 -3.824
H 6.384 0.957 -0.758
H 4.652 0.705 -1.342
C 2.124 -3.042 -5.298
C 1.081 -2.015 -4.915
C 1.738 -1.114 -3.893
S 2.532 -2.239 -2.801
O 1.579 -2.795 -1.852
O 3.710 -1.644 -2.267
C 2.914 -3.515 -4.049
H 2.764 -2.468 -5.943
H 1.672 -3.743 -5.903
H 0.246 -2.498 -4.435
H 0.630 -1.517 -5.815
H 1.064 -0.417 -3.429
H 2.545 -0.499 -4.256
H 2.566 -4.488 -3.667
H 4.067 -3.513 -4.098
C 0.786 3.224 4.444
C 0.520 4.006 3.088
C 0.315 2.988 2.028
S 1.758 2.014 2.334
O 2.969 2.781 2.024
O 1.693 0.665 1.769
C 1.620 1.986 4.098
H -0.164 2.944 4.833
H 1.241 3.828 5.198
H 1.404 4.655 2.800
H -0.232 4.683 3.291
H 0.495 3.392 1.017
H -0.656 2.442 2.175
H 2.683 1.910 4.491
H 1.148 1.036 4.206
C -0.304 -6.046 -2.202
C -0.573 -5.295 -0.917
C -1.490 -4.145 -1.172
S -2.321 -4.478 -2.773
O -1.718 -3.757 -3.850
O -3.718 -4.587 -2.512
C -1.651 -6.068 -2.921
H 0.097 -7.057 -2.062
H 0.526 -5.473 -2.653
H 0.298 -4.982 -0.329
H -1.018 -5.953 -0.130
H -1.185 -3.114 -0.912
H -2.295 -4.204 -0.457
H -1.676 -6.355 -3.977
H -2.356 -6.622 -2.375

# 3
165
Properties=species:S:1:pos:R:3 method="wB97M-V/def2-TZVPD" de_lowest_kj_mol=131.4 smiles="O=S1(=O)CCCC1.O=S1(=O)CCCC1.O=S1(=O)CCCC1.O=S1(=O)CCCC1.O=S1(=O)CCCC1.O=S1(=O)CCCC1.O=S1(=O)CCCC1.O=S1(=O)CCCC1.O=S1(=O)CCCC1.O=S1(=O)CCCC1.O=S1(=O)CCCC1" spin_multiplicity=1 e_lumo_ev=0.15 e_tot_ha=-7764.4920 mol_weight_da=1321.90 homo_ev=-9.73
C -3.772 5.957 1.426
C -3.752 5.278 2.853
C -2.204 5.438 3.237
S -1.259 5.357 1.738
O -0.525 4.083 1.597
O -0.577 6.658 1.569
C -2.650 5.380 0.588
H -3.633 7.008 1.660
H -4.777 5.862 1.059
H -4.096 4.262 2.689
H -4.328 5.873 3.560
H -1.872 4.717 3.934
H -2.123 6.442 3.677
H -2.901 4.434 0.161
H -2.286 6.057 -0.194
C -2.751 2.024 4.891
C -2.870 1.493 3.402
C -4.328 0.956 3.403
S -5.302 2.194 4.245
O -6.298 1.649 5.133
O -5.752 3.099 3.233
C -3.884 2.864 5.299
H -1.883 2.646 4.904
H -2.543 1.167 5.496
H -2.226 0.647 3.169
H -2.578 2.357 2.776
H -4.439 0.090 4.049
H -4.833 0.685 2.498
H -4.292 2.749 6.306
H -3.753 3.865 4.958
C 1.828 -4.384 -3.405
C 2.017 -5.889 -3.480
C 3.401 -6.204 -2.867
S 3.458 -5.102 -1.485
O 4.777 -4.419 -1.425
O 3.047 -5.817 -0.298
C 2.198 -3.957 -1.999
H 0.818 -3.993 -3.551
H 2.401 -3.870 -4.152
H 1.989 -6.229 -4.501
H 1.341 -6.431 -2.869
H 4.317 -6.163 -3.441
H 3.349 -7.197 -2.478
H 2.579 -2.920 -1.870
H 1.410 -3.971 -1.239
C 3.577 -1.027 4.445
C 3.641 -1.663 5.809
C 2.126 -1.940 6.294
S 1.123 -0.833 5.239
O 0.316 0.126 5.948
O 0.372 -1.642 4.273
C 2.471 0.058 4.416
H 3.271 -1.796 3.721
H 4.533 -0.652 4.197
H 4.136 -1.084 6.596
H 4.183 -2.605 5.725
H 1.930 -1.803 7.378
H 1.912 -2.957 6.084
H 2.569 1.023 4.905
H 2.211 0.249 3.384
C -3.063 -4.178 -4.259
C -4.102 -3.264 -4.814
C -3.539 -1.872 -4.835
S -2.531 -1.786 -3.318
O -3.277 -1.066 -2.295
O -1.242 -1.252 -3.631
C -2.521 -3.546 -2.951
H -2.310 -4.284 -5.079
H -3.320 -5.243 -4.078
H -4.941 -3.290 -4.125
H -4.472 -3.590 -5.785
H -4.278 -1.116 -4.748
H -2.849 -1.690 -5.699
H -3.068 -3.527 -2.006
H -1.461 -3.712 -2.820
C 0.811 -5.467 1.847
C -0.225 -4.731 2.690
C -0.051 -5.172 4.132
S 1.538 -5.967 4.256
O 1.291 -7.385 4.375
O 2.342 -5.288 5.264
C 2.130 -5.492 2.664
H 1.044 -4.986 0.850
H 0.458 -6.478 1.670
H -1.214 -5.027 2.325
H -0.202 -3.671 2.713
H -0.720 -5.951 4.532
H -0.054 -4.368 4.862
H 2.886 -6.175 2.306
H 2.487 -4.439 2.822
C 7.208 -1.322 -0.742
C 6.286 -1.463 -1.935
C 4.886 -0.879 -1.514
S 4.862 -1.092 0.291
O 3.734 -1.810 0.875
O 5.156 0.247 0.785
C 6.360 -2.018 0.379
H 7.446 -0.301 -0.472
H 8.111 -1.871 -1.036
H 6.129 -2.536 -2.223
H 6.619 -0.836 -2.750
H 4.074 -1.412 -1.911
H 4.675 0.141 -1.678
H 6.153 -3.096 0.130
H 6.685 -1.988 1.383
C 1.320 1.746 -5.547
C 0.778 3.147 -5.743
C -0.560 3.029 -6.470
S -1.331 1.555 -5.799
O -1.635 0.650 -6.905
O -2.429 1.785 -4.846
C 0.152 0.901 -4.916
H 2.230 1.780 -4.947
H 1.510 1.265 -6.501
H 1.414 3.909 -6.292
H 0.561 3.538 -4.685
H -0.495 2.836 -7.548
H -1.208 3.879 -6.288
H 0.286 -0.162 -5.105
H -0.082 1.056 -3.891
C -6.946 1.838 -2.174
C -5.702 2.275 -3.066
C -4.417 2.018 -2.278
S -5.023 2.261 -0.565
O -5.389 3.613 -0.274
O -4.088 1.631 0.349
C -6.542 1.297 -0.847
H -7.521 1.074 -2.665
H -7.634 2.675 -2.094
H -5.631 3.316 -3.310
H -5.657 1.773 -4.052
H -3.541 2.631 -2.373
H -4.145 0.966 -2.276
H -7.287 1.524 -0.032
H -6.241 0.227 -0.822
C -0.560 1.224 0.427
C -0.141 0.160 1.498
C 1.019 -0.601 0.962
S 0.463 -0.934 -0.685
O -0.319 -2.136 -0.567
O 1.624 -0.969 -1.578
C -0.542 0.527 -0.963
H -0.010 2.129 0.371
H -1.571 1.657 0.687
H -0.929 -0.518 1.614
H 0.103 0.669 2.462
H 1.347 -1.596 1.370
H 1.853 0.110 0.761
H -1.488 0.135 -1.330
H -0.045 1.078 -1.813
C 3.206 4.530 1.210
C 4.187 5.417 0.370
C 3.720 5.175 -1.041
S 3.138 3.463 -1.154
O 4.060 2.597 -1.831
O 1.806 3.482 -1.726
C 3.122 3.148 0.643
H 2.242 4.987 1.139
H 3.479 4.463 2.307
H 5.253 5.261 0.532
H 4.118 6.463 0.632
H 4.292 5.303 -1.971
H 2.786 5.702 -1.280
H 4.063 2.518 0.883
H 2.232 2.576 0.919